Entry 1:
# C20H13ClN4O3

One molecule with the formula C20H13ClN4O3 in a non-equilibrium geometry (wB97M-V/def2-TZVPD, OMol25).

Structure (ORCA input):
```
! RIJCOSX wB97M-V def2-TZVPD def2/J DEFGRID3
* xyz 0 1
Cl 2.6775 3.0801 0.1948
O -3.2912 2.4367 -4.2452
O -4.2546 0.6398 -3.0563
O 0.6178 -1.8805 2.8491
N 0.4316 2.9065 -1.2407
N -0.5121 -0.7703 4.5245
N 0.1520 2.7515 4.0942
N 2.7534 -4.5853 -0.4457
C 2.6553 -0.9063 -0.0505
C -4.4196 1.5124 -4.1895
C 2.9830 -2.1679 -0.5410
C -0.6045 0.7264 0.2317
C -2.5686 2.1114 -3.1573
C 2.5352 -3.2998 0.0791
C -1.4133 2.7285 -2.6987
C 1.8864 -0.7486 1.1230
C -1.2492 1.2315 -0.8830
C 0.3134 -0.6987 3.4236
C -0.7218 2.3125 -1.5900
C -3.1234 1.0850 -2.4599
C 1.4893 0.6255 1.6256
C 0.6308 1.2757 0.5607
C 1.1136 2.3860 -0.1966
C 0.7310 0.5283 2.9196
C 1.4083 -1.9242 1.7151
C -2.4571 0.6422 -1.2720
C 0.4101 1.7579 3.5591
C 1.6835 -3.1745 1.1844
H -2.9032 -0.1888 -0.7375
H 2.9383 -0.0200 -0.6159
H 2.3824 1.2126 1.8355
H -0.9611 3.5478 -3.2756
H -5.3696 2.0487 -4.1066
H -4.4917 0.8788 -5.1245
H -0.9860 -0.0913 0.8472
H -0.4650 -1.6833 5.0356
H 2.3635 -5.3874 0.0474
H 3.2929 -4.7334 -1.3215
H 1.3257 -4.0046 1.7165
H 3.5938 -2.2410 -1.4399
H -0.5767 0.0801 5.0810
*
```

Computed properties:
SMILES string	N#CC1=C(N)Oc2cc(N)ccc2[C@H]1c1cc2cc3c(cc2nc1Cl)OCO3
ΔE to the lowest compared entry with this formula, charge and spin	0.0	kcal per mole
E_HOMO	-8.1	eV

***

Entry 2:
# C20H13F2N5O2S

One molecule with the formula C20H13F2N5O2S in a non-equilibrium geometry (wB97M-V/def2-TZVPD, OMol25).

Structure (ORCA input):
```
! RIJCOSX wB97M-V def2-TZVPD def2/J DEFGRID3
* xyz 0 1
S 0.2516 0.2407 -2.1005
F 0.6880 5.0131 4.5781
F 3.9696 4.7097 1.1026
O -1.1888 -3.0330 1.2460
O -3.1439 -5.6770 -3.6435
N 2.3309 2.7436 -2.5979
N 2.7788 4.5250 -1.5444
N -3.8929 -6.2636 -1.6825
N 2.8929 3.9725 -2.6793
N -1.2647 -2.2134 -2.3710
C 0.2334 -1.0592 1.7669
C -1.9715 -3.2747 -2.7668
C -2.1286 -4.1471 -0.5653
C 1.0434 4.7503 3.2836
C 0.3618 3.9942 1.0819
C 1.7057 4.0900 0.6415
C 2.0636 3.6956 -0.7177
C -2.4547 -4.2793 -1.9244
C 1.0175 1.3277 -1.0191
C 0.9340 0.8696 0.2651
C 2.6877 4.5706 1.5312
C 0.2768 -0.4197 0.4460
C -3.1489 -5.4167 -2.4504
C 2.3545 4.8778 2.8493
C 0.0350 4.3481 2.4156
C -0.9563 -2.0761 -1.0678
C 0.1216 -2.5938 1.6848
C -0.1728 -0.8730 -0.7603
C 1.7249 2.5671 -1.3956
C -1.3884 -3.0466 -0.0932
H 3.0907 5.3022 3.4954
H -2.4772 -4.8722 0.1625
H 0.3583 -2.9542 2.6995
H 1.1665 -0.8777 2.2807
H -2.1548 -3.3947 -3.8360
H -0.5849 -0.6462 2.3979
H -0.4640 3.6816 0.4177
H 0.9248 -2.9431 1.0163
H 1.3807 1.3915 1.1152
H -0.9587 4.3566 2.8701
H 2.4653 1.9962 -3.2965
H -3.9971 -6.0307 -0.7280
H -4.5095 -6.9319 -2.1077
*
```

Computed properties:
SMILES string	NC(=O)c1cnc2c(c1)OCCc1cc(-c3[nH]nnc3-c3ccc(F)cc3F)sc1-2
E_HOMO	-8.4	eV

***

Entry 3:
# C20H13MoN7O

C20H13MoN7O as an isolated structure (wB97M-V/def2-TZVPD, OMol25).

Structure (ORCA input):
```
! RIJCOSX wB97M-V def2-TZVPD def2/J DEFGRID3
* xyz 2 3
Mo -0.2168 -0.0758 1.2907
O -1.2660 1.5278 1.8629
N 1.4381 1.2234 1.2743
N 1.6593 2.0246 0.3521
N -5.8701 2.0407 2.5374
N 0.9995 -0.8482 2.6197
N -0.0708 0.7585 -0.6622
N -2.4624 1.9807 2.1400
N -2.2120 -0.7541 1.2898
C -3.1319 -0.1255 1.5883
C 0.6468 -3.0477 -0.2652
C 1.9214 -3.0939 -0.7551
C 3.1121 2.1775 2.8757
C 0.8143 1.7780 -0.7618
C 2.2053 1.2128 2.4646
C -0.8303 0.4579 -1.7208
C 0.1514 2.2269 -2.9924
C 2.7611 -1.8143 1.1353
C 1.9558 0.0577 3.2029
C 0.9569 2.5342 -1.8960
C 2.6109 -0.1690 4.3925
C 3.5180 0.7978 4.8182
C 2.9806 -2.5003 -0.0309
C 3.7658 1.9529 4.0747
C -0.7422 1.1762 -2.9049
C 1.4472 -1.7480 1.6361
C 0.3807 -2.3779 0.9563
C -4.8110 1.6625 2.3111
C -3.4935 1.1926 2.0287
H -0.5044 -2.6601 1.5161
H -1.5208 -0.3674 -1.6094
H 2.4230 -1.0611 4.9740
H 0.2322 2.8027 -3.9049
H 3.5735 -1.3365 1.6664
H 3.9908 -2.5789 -0.4125
H 4.4700 2.6850 4.4444
H 2.1349 -3.6273 -1.6712
H 4.0401 0.6498 5.7544
H -0.1565 -3.5743 -0.7639
H -1.3771 0.9050 -3.7366
H 1.6847 3.3337 -1.9117
H 3.2805 3.0699 2.2885
*
```

Computed properties:
ΔE to the lowest compared entry with this formula, charge and spin	0.0	kcal per mole
<S²>	2.04
E_HOMO (alpha / beta)	-15.6 / -15.7	eV

***

Entry 4:
# C20H14AgN3O9P

C20H14AgN3O9P as an isolated structure in a non-equilibrium geometry (wB97M-V/def2-TZVPD, OMol25).

Structure (ORCA input):
```
! RIJCOSX wB97M-V def2-TZVPD def2/J DEFGRID3
* xyz -1 1
Ag 2.4465 0.9372 0.9643
P 1.1561 -1.5140 1.0087
O 1.0595 6.2948 1.2460
O 0.8724 2.1920 1.6634
O 0.8375 1.2355 -1.5756
O -2.9459 6.1537 -1.2893
O -2.0836 0.0995 0.0437
O -3.7120 4.2678 -1.9795
O 3.9778 -0.2703 0.1855
O 1.5193 4.6673 2.5741
O 4.0910 -1.9882 -1.2534
N 0.9176 5.1414 1.6338
N -0.8773 0.7459 0.1589
N -2.9722 4.9340 -1.2729
C -0.2782 0.6838 -2.3149
C 0.6436 -1.0667 -0.7034
C -0.2391 -5.1648 2.3122
C -1.5747 -5.1407 1.9376
C -0.9916 4.9533 0.1630
C 0.9582 -1.8118 -1.7719
C 0.0308 0.2616 -0.9400
C -1.9426 2.8378 -0.4957
C -0.0053 -0.2729 -3.3968
C -1.9528 4.2336 -0.5129
C -0.9548 2.2112 0.1879
C 0.0865 -2.9771 1.3328
C 0.0524 2.8708 0.9600
C -2.0823 -4.0285 1.2777
C -1.2634 -2.9483 0.9784
C 0.5850 -4.0862 2.0166
C 0.6162 -1.4259 -3.1318
C -0.0303 4.2983 0.9074
C 2.8078 -2.3027 0.7215
C 3.6976 -1.4620 -0.2203
H 3.3045 -2.3331 1.6937
H 1.4724 -2.7551 -1.6286
H -0.3973 0.5019 1.0377
H 0.8362 -2.1228 -3.9316
H -2.7089 2.2512 -0.9841
H -1.0739 1.4042 -2.4676
H 0.1639 -6.0254 2.8333
H -2.2179 -5.9831 2.1625
H -3.1282 -3.9975 0.9944
H -1.6779 -2.0724 0.4846
H -0.3592 -0.0312 -4.3918
H -1.0015 6.0314 0.1325
H 1.6262 -4.1139 2.3166
H 2.7117 -3.3131 0.3332
*
```

Computed properties:
ΔE to the lowest compared entry with this formula, charge and spin	0.0	kcal per mole
E_HOMO	-5.9	eV